Computed, not measured: the molecule C4H10O7P2, with ωB97M-V with the def2-TZVPD basis set.

Each atom is followed by the atoms it is bonded to, with distances in Å.
Geometry (Å):
1 C -0.98842 0.86842 -2.75896  C2 1.518, H14 1.171, H15 1.194
2 C -0.04772 1.37503 -1.68102  C1 1.518, C3 1.639, H16 1.176
3 C -0.71598 2.35524 -0.54944  C2 1.639, O4 1.471, H17 1.193, H18 1.192
4 O -0.37809 2.02396 0.84354  C3 1.471, P5 1.741
5 P -1.14888 0.56151 1.38804  O4 1.741, O6 1.611, O7 1.777, O8 1.740
6 O -2.11848 -0.10569 0.28809  P5 1.611
7 O -2.24397 1.05276 2.69784  P5 1.777, H19 1.002
8 O -0.08360 -0.62605 2.08330  P5 1.740, C9 1.470
9 C 1.19444 -0.73071 1.36473  O8 1.470, P10 1.909, H20 1.170, H21 1.194
10 P 1.39237 -2.28316 0.27094  C9 1.909, O11 1.611, O12 1.777, O13 1.752
11 O 0.40857 -2.28851 -1.00512  P10 1.611
12 O 3.02107 -2.18404 -0.43204  P10 1.777, H22 1.012
13 O 1.36514 -3.79297 1.15938  P10 1.752, H23 1.002
14 H -0.82475 -0.12496 -3.35731  C1 1.171
15 H -1.94504 1.52934 -3.02899  C1 1.194
16 H 1.06501 0.99694 -1.70920  C2 1.176
17 H -0.28189 3.45006 -0.74196  C3 1.193
18 H -1.89632 2.46917 -0.66751  C3 1.192
19 H -3.07187 1.47088 2.31879  O7 1.002
20 H 1.47735 0.19534 0.70860  C9 1.170
21 H 2.03982 -0.80418 2.20454  C9 1.194
22 H 3.31467 -1.21821 -0.35713  O12 1.012
23 H 0.46657 -4.19020 0.96091  O13 1.002

E_HOMO   -8.99 eV
F_max   6.68 eV/Å